1.
This record from the OMol25 dataset describes a molecular structure, C16H31N3O5PtSi2. The level of theory is ωB97M-V/def2-TZVPD.

Last column: Löwdin charge in e.
Positions of all 58 atoms, in Å:
Pt 0.22 0.68 -1.64  1.18
O -1.15 -1.25 3.92  0.13
C -1.19 0.07 3.75  -0.49
O -1.40 0.83 4.65  0.18
C -0.91 0.62 2.39  -0.08
C -0.87 1.98 2.17  0.05
N -0.51 2.17 0.90  0.10
N -0.29 1.02 0.28  -0.10
C -0.56 0.00 1.16  -0.25
C 0.02 -1.90 -0.24  -0.64
O 0.62 -2.85 0.19  0.10
O 0.41 -1.27 -1.34  -0.21
H -0.94 -1.74 3.11  0.07
H -1.07 2.80 2.84  0.17
H -0.36 3.05 0.42  0.19
C 1.76 2.35 -5.66  0.02
N 1.07 2.08 -4.39  -0.11
C 0.21 0.92 -4.31  -0.01
C 1.25 2.87 -3.33  -0.44
C 2.09 4.09 -3.45  0.04
O 0.73 2.60 -2.21  -0.16
H 1.42 1.63 -6.40  0.10
H 2.84 2.25 -5.55  0.11
H 1.52 3.35 -6.02  0.11
H 0.38 0.24 -5.14  0.12
H -0.84 1.20 -4.24  0.12
H 0.43 0.24 -3.43  0.03
H 1.65 4.79 -4.16  0.11
H 3.09 3.84 -3.82  0.11
H 2.17 4.57 -2.48  0.10
C -3.30 -2.88 -0.60  -0.15
Si -2.61 -2.36 1.06  0.58
C -3.82 -1.27 1.98  -0.15
C -2.03 -3.85 2.04  -0.14
C -1.16 -1.21 0.44  -0.20
Si 1.96 -0.32 1.95  0.81
C 2.25 1.29 2.82  -0.15
C 1.88 -1.81 3.02  -0.13
C 2.89 -0.46 0.37  -0.15
H -4.07 -3.63 -0.47  0.05
H -2.53 -3.32 -1.24  0.05
H -3.75 -2.04 -1.13  0.04
H -4.81 -1.71 1.91  0.05
H -3.89 -0.27 1.55  0.04
H -3.60 -1.18 3.04  0.04
H -2.82 -4.60 1.98  0.05
H -1.86 -3.66 3.10  0.04
H -1.13 -4.29 1.61  0.04
H -1.68 -0.73 -0.39  0.10
H 1.63 1.44 3.70  0.05
H 2.17 2.16 2.16  0.05
H 3.29 1.24 3.15  0.07
H 1.40 -1.63 3.98  0.05
H 2.94 -2.03 3.22  0.08
H 1.45 -2.68 2.53  0.05
H 2.84 0.45 -0.23  0.03
H 2.63 -1.33 -0.23  0.04
H 3.93 -0.58 0.70  0.07

Relative energy (zero: lowest compared OMol25 entry of this formula, charge and spin)   0.00 kcal per mole
Highest occupied orbital energy   -15.71 eV
Total charge   +2
E_LUMO   -7.57 eV
Frontier orbital gap   8.1 eV


2.
This record from the OMol25 dataset describes 8 unconnected molecules or ions with the total composition C16H32Br16. The level of theory is ωB97M-V/def2-TZVPD.

Last column: Löwdin charge in e.
Positions of all 64 atoms, in Å:
Br -4.30 -2.17 -0.19  0.65
C -2.82 -3.07 -1.04  -0.70
C -2.34 -2.22 -2.24  -0.70
Br -1.60 -3.38 -3.60  0.67
H -3.13 -4.05 -1.37  0.04
H -2.04 -3.15 -0.30  0.01
H -1.56 -1.55 -1.90  0.03
H -3.11 -1.62 -2.69  0.04
Br -5.94 1.72 2.33  0.59
C -4.23 2.51 2.82  -0.70
C -4.33 3.93 3.28  -0.67
Br -4.85 5.14 1.81  0.58
H -3.56 2.30 2.00  0.03
H -3.93 1.91 3.68  0.05
H -3.35 4.30 3.57  0.05
H -5.08 4.09 4.04  0.05
Br 5.05 -0.70 -1.94  0.66
C 4.99 1.24 -1.64  -0.69
C 5.85 1.63 -0.51  -0.74
Br 7.65 2.05 -1.05  0.65
H 3.97 1.50 -1.42  -0.01
H 5.31 1.65 -2.59  0.03
H 5.88 0.86 0.24  0.04
H 5.45 2.53 -0.06  0.06
Br 1.57 1.57 0.76  0.63
C 0.18 0.93 -0.42  -0.71
C -1.09 0.68 0.32  -0.66
Br -0.96 -0.95 1.37  0.66
H 0.57 0.00 -0.81  0.01
H 0.01 1.64 -1.22  0.05
H -1.90 0.49 -0.38  0.06
H -1.33 1.47 1.02  0.01
Br -5.72 -1.78 3.43  0.62
C -3.83 -2.09 3.63  -0.74
C -3.58 -3.55 3.65  -0.72
Br -1.71 -4.00 3.92  0.61
H -3.52 -1.61 4.57  0.06
H -3.40 -1.47 2.86  -0.02
H -3.78 -3.98 2.67  0.04
H -4.20 -4.08 4.35  0.05
Br 3.10 -5.62 -3.83  0.65
C 2.21 -3.95 -4.21  -0.75
C 2.83 -2.86 -3.40  -0.70
Br 1.69 -1.27 -3.60  0.63
H 1.17 -4.11 -3.99  -0.02
H 2.29 -3.77 -5.28  0.06
H 3.74 -2.55 -3.88  0.02
H 2.92 -3.09 -2.35  0.04
Br 2.06 2.87 -3.41  0.64
C 2.76 2.21 -5.08  -0.71
C 2.36 3.03 -6.26  -0.71
Br 0.46 3.34 -6.46  0.61
H 2.53 1.15 -5.11  0.01
H 3.85 2.28 -5.00  0.07
H 2.78 2.59 -7.16  0.07
H 2.78 4.02 -6.14  0.05
Br -0.34 2.01 3.83  0.65
C 0.74 0.77 4.82  -0.75
C 0.53 0.98 6.25  -0.74
Br 1.62 -0.30 7.20  0.66
H 1.78 0.82 4.54  0.06
H 0.40 -0.22 4.52  0.05
H -0.52 1.01 6.53  0.06
H 0.97 1.92 6.55  0.05

Relative energy (zero: lowest compared OMol25 entry of this formula, charge and spin)   22.92 kcal per mole
Highest occupied orbital energy   -9.83 eV
Total charge   0
E_LUMO   0.13 eV
Frontier orbital gap   10.0 eV


3.
This record from the OMol25 dataset describes 8 unconnected molecules or ions with the total composition C16H32Br16. The level of theory is ωB97M-V/def2-TZVPD.

Last column: Löwdin charge in e.
Positions of all 64 atoms, in Å:
Br 1.27 -2.42 0.21  0.59
C 1.14 -0.48 0.46  -0.72
C -0.25 0.08 0.11  -0.72
Br -0.16 2.01 0.21  0.64
H 1.92 -0.02 -0.16  0.04
H 1.36 -0.22 1.49  0.05
H -0.94 -0.38 0.81  0.06
H -0.52 -0.25 -0.89  0.05
Br 6.56 -1.23 4.59  0.59
C 8.21 -1.88 3.77  -0.73
C 8.17 -3.43 3.65  -0.60
Br 10.13 -3.83 3.32  0.57
H 9.08 -1.58 4.35  0.03
H 8.21 -1.31 2.85  0.04
H 7.57 -3.78 2.81  0.06
H 7.64 -3.92 4.47  0.05
Br 3.99 -0.19 -7.12  0.54
C 2.52 -0.61 -5.80  -0.61
C 2.39 -2.14 -5.60  -0.61
Br 0.45 -2.72 -5.36  0.52
H 1.66 -0.25 -6.37  0.03
H 2.65 0.03 -4.93  0.05
H 3.05 -2.57 -4.85  0.06
H 2.59 -2.61 -6.57  0.02
Br -2.86 3.86 7.32  0.55
C -2.92 2.23 6.15  -0.61
C -4.04 1.35 6.80  -0.66
Br -3.52 0.61 8.60  0.52
H -1.94 1.77 6.12  0.05
H -3.14 2.40 5.10  0.06
H -4.23 0.44 6.23  0.04
H -4.97 1.90 6.96  0.04
Br -7.77 -1.70 -8.27  0.54
C -6.49 -0.85 -6.93  -0.63
C -7.06 -1.03 -5.53  -0.72
Br -5.99 -0.19 -4.13  0.60
H -6.34 0.19 -7.20  0.05
H -5.46 -1.19 -7.10  0.06
H -7.20 -2.10 -5.34  0.05
H -8.03 -0.54 -5.51  0.05
Br 8.63 -0.42 -2.29  0.57
C 10.20 0.70 -2.58  -0.71
C 11.45 -0.01 -2.07  -0.61
Br 11.56 -1.73 -3.13  0.52
H 10.04 1.64 -2.05  0.06
H 10.27 0.85 -3.65  0.05
H 11.32 -0.29 -1.02  0.05
H 12.33 0.58 -2.29  0.06
Br -9.81 -6.85 2.63  0.60
C -8.02 -6.58 1.86  -0.73
C -7.16 -5.65 2.65  -0.69
Br -5.61 -5.17 1.54  0.61
H -8.11 -6.19 0.85  0.04
H -7.58 -7.58 1.76  0.05
H -6.89 -5.91 3.68  0.07
H -7.86 -4.83 2.77  0.04
Br -5.38 8.68 3.24  0.63
C -4.39 8.65 1.61  -0.76
C -3.55 9.86 1.24  -0.64
Br -2.04 10.07 2.50  0.56
H -5.12 8.49 0.81  0.05
H -3.82 7.73 1.67  0.05
H -4.15 10.77 1.33  0.05
H -3.03 9.74 0.28  0.05

Relative energy (zero: lowest compared OMol25 entry of this formula, charge and spin)   71.60 kcal per mole
Highest occupied orbital energy   -9.95 eV
Total charge   0
E_LUMO   -0.02 eV
Frontier orbital gap   9.9 eV


4.
This record from the OMol25 dataset describes a molecular structure, C16H32CeN2O5Si3. The level of theory is ωB97M-V/def2-TZVPD.

Last column: Löwdin charge in e.
Positions of all 59 atoms, in Å:
Ce -0.05 0.11 -0.33  1.39
C 0.09 -0.26 3.36  -0.06
O 0.05 0.47 2.13  -0.43
Si -0.58 2.08 2.03  0.36
C -0.03 3.14 3.48  -0.13
C -2.44 1.77 2.09  -0.12
C 0.08 2.51 0.33  -0.59
Si -1.08 3.62 -0.65  0.42
C -1.70 5.08 0.38  -0.16
C -0.33 4.28 -2.25  -0.17
C -2.53 2.50 -1.22  -0.15
Si 1.93 2.82 0.17  0.41
C 2.45 2.21 -1.58  -0.16
C 2.86 1.60 1.30  -0.16
C 2.54 4.57 0.44  -0.15
H -0.91 -0.33 3.80  0.10
H 0.76 0.23 4.06  0.10
H 0.45 -1.27 3.16  0.10
H -0.49 2.81 4.41  0.04
H -0.33 4.17 3.30  0.04
H 1.05 3.13 3.60  0.03
H -2.74 1.45 3.09  0.05
H -2.74 0.97 1.40  0.04
H -3.02 2.66 1.85  0.03
H -0.86 5.68 0.72  0.04
H -2.26 4.76 1.25  0.02
H -2.35 5.73 -0.22  0.04
H 0.60 4.84 -2.09  0.02
H -1.04 4.97 -2.72  0.04
H -0.12 3.49 -2.97  0.03
H -3.40 2.56 -0.56  0.04
H -2.24 1.43 -1.26  -0.01
H -2.87 2.77 -2.22  0.04
H 1.98 1.24 -1.85  0.00
H 3.53 2.07 -1.66  0.04
H 2.16 2.92 -2.36  0.03
H 2.50 0.57 1.16  0.01
H 2.72 1.84 2.36  0.04
H 3.93 1.62 1.11  0.05
H 2.03 5.27 -0.23  0.03
H 3.61 4.65 0.26  0.04
H 2.34 4.90 1.46  0.04
C 3.94 -1.59 -0.47  0.03
C 2.69 -2.38 -0.33  -0.31
N 1.46 -1.88 -0.34  0.03
C 0.59 -2.96 -0.18  -0.10
C 1.32 -4.11 -0.07  -0.04
N 2.63 -3.71 -0.18  0.21
C 1.07 -5.57 0.12  -0.48
O -0.17 -5.96 0.22  0.17
O 2.03 -6.30 0.17  0.13
C -0.91 -2.79 -0.13  -0.51
O -1.61 -3.78 0.02  0.13
O -1.35 -1.57 -0.24  -0.19
H 3.72 -0.62 -0.90  0.07
H 4.66 -2.12 -1.10  0.10
H 4.40 -1.44 0.51  0.10
H 3.39 -4.38 -0.13  0.19
H -0.81 -5.21 0.14  0.08

Multiplicity   2
Highest occupied orbital energy (spin up / spin down)   -11.29 / -11.28 eV
Total charge   +1
E_LUMO (spin up / spin down)   -3.34 / -3.32 eV
Frontier orbital gap (spin up / spin down)   8.0 / 8.0 eV
Expectation value of S²   0.75


5.
This record from the OMol25 dataset describes 8 unconnected molecules or ions with the total composition C16H32Cl16. The level of theory is ωB97M-V/def2-TZVPD.

Last column: Löwdin charge in e.
Positions of all 64 atoms, in Å:
Cl -2.19 -2.05 -1.99  0.60
C -3.46 -3.17 -1.39  -0.65
C -4.81 -2.66 -1.87  -0.65
Cl -6.10 -3.68 -1.14  0.53
H -3.43 -3.19 -0.31  0.05
H -3.23 -4.19 -1.76  0.09
H -4.90 -2.79 -2.97  0.08
H -4.96 -1.66 -1.50  0.05
Cl 2.21 -2.14 4.50  0.59
C 0.74 -2.09 5.45  -0.68
C -0.42 -2.79 4.77  -0.60
Cl -1.11 -1.77 3.44  0.53
H 0.56 -1.05 5.62  0.04
H 0.89 -2.57 6.42  0.08
H -1.24 -2.76 5.47  0.06
H -0.14 -3.74 4.24  0.09
Cl -2.43 3.85 1.37  0.57
C -3.08 2.24 0.91  -0.66
C -2.46 1.11 1.73  -0.70
Cl -3.38 -0.36 1.39  0.56
H -2.98 2.20 -0.20  0.07
H -4.16 2.33 1.15  0.07
H -2.64 1.27 2.77  0.04
H -1.39 1.03 1.51  0.01
Cl 3.00 -0.22 0.33  0.59
C 1.32 -0.70 0.63  -0.64
C 0.44 -0.20 -0.46  -0.60
Cl 0.26 1.66 -0.47  0.53
H 0.96 -0.35 1.60  0.03
H 1.31 -1.80 0.65  0.08
H -0.61 -0.53 -0.39  0.02
H 0.77 -0.44 -1.47  0.01
Cl 0.12 2.43 4.02  0.57
C 1.60 1.43 4.15  -0.67
C 2.78 2.09 3.50  -0.65
Cl 3.40 3.47 4.48  0.55
H 1.32 0.52 3.64  0.01
H 1.78 1.14 5.16  0.06
H 2.58 2.35 2.47  0.05
H 3.60 1.35 3.46  0.08
Cl 1.75 -3.15 -2.64  0.54
C 2.78 -1.73 -3.13  -0.66
C 3.97 -2.26 -3.87  -0.64
Cl 5.17 -0.90 -4.07  0.53
H 3.15 -1.27 -2.20  0.02
H 2.17 -1.04 -3.69  0.02
H 3.78 -2.75 -4.81  0.05
H 4.51 -2.97 -3.22  0.07
Cl 1.28 -2.18 -6.55  0.55
C -0.35 -1.46 -6.50  -0.60
C -0.79 -1.38 -4.98  -0.68
Cl -0.29 0.17 -4.28  0.57
H -0.96 -2.21 -7.00  0.06
H -0.31 -0.48 -6.98  0.06
H -0.34 -2.19 -4.39  0.01
H -1.90 -1.32 -4.92  0.05
Cl 1.15 6.85 -0.94  0.55
C 0.21 5.70 0.02  -0.71
C 1.12 4.96 1.02  -0.64
Cl 1.68 6.18 2.27  0.49
H -0.14 4.97 -0.71  0.05
H -0.63 6.14 0.54  0.05
H 1.93 4.50 0.50  0.06
H 0.52 4.26 1.62  0.01

Relative energy (zero: lowest compared OMol25 entry of this formula, charge and spin)   12.90 kcal per mole
Highest occupied orbital energy   -10.22 eV
Total charge   0
E_LUMO   0.19 eV
Frontier orbital gap   10.4 eV


6.
This record from the OMol25 dataset describes a molecular structure, C16H32LiO12. The level of theory is ωB97M-V/def2-TZVPD.

Last column: Löwdin charge in e.
Positions of all 61 atoms, in Å:
Li -8.33 17.93 9.53  0.68
C -10.11 14.92 11.79  -0.06
C -9.25 15.44 12.90  -0.16
O -7.83 15.23 12.72  0.08
C -7.23 15.75 11.68  -0.61
O -7.72 16.49 10.86  0.03
O -5.98 15.33 11.67  0.04
C -5.17 15.77 10.57  0.00
H -9.95 15.39 10.83  0.06
H -11.16 15.17 12.03  0.09
H -10.11 13.83 11.77  0.09
H -9.45 14.98 13.86  0.13
H -9.42 16.51 13.04  0.11
H -5.52 15.31 9.64  0.09
H -4.16 15.47 10.82  0.10
H -5.26 16.85 10.46  0.07
C -7.85 22.04 10.42  -0.04
C -6.42 21.73 10.05  -0.15
O -5.77 20.92 11.07  0.05
C -5.88 19.64 10.96  -0.66
O -6.47 19.05 10.08  0.08
O -5.24 18.97 11.90  0.01
C -4.65 19.66 13.01  -0.01
H -8.39 22.37 9.53  0.09
H -7.90 22.82 11.18  0.09
H -8.36 21.14 10.76  0.05
H -5.82 22.63 10.00  0.13
H -6.37 21.20 9.10  0.13
H -4.60 18.96 13.84  0.10
H -5.23 20.52 13.33  0.10
H -3.63 19.98 12.77  0.11
C -13.62 18.51 11.00  -0.05
C -12.26 19.04 10.61  -0.20
O -11.51 19.23 11.81  0.08
C -10.21 19.12 11.76  -0.62
O -9.56 18.91 10.75  0.03
O -9.72 19.29 12.96  0.05
C -8.32 19.60 13.04  0.01
H -13.53 17.49 11.39  0.08
H -14.34 18.48 10.19  0.09
H -14.01 19.13 11.80  0.09
H -12.37 20.00 10.08  0.14
H -11.71 18.40 9.92  0.11
H -8.05 19.58 14.09  0.11
H -8.16 20.62 12.70  0.09
H -7.74 18.84 12.52  0.09
C -8.94 13.24 8.87  -0.05
C -8.24 14.27 8.04  -0.18
O -9.17 14.86 7.11  0.08
C -9.46 16.13 7.22  -0.59
O -9.04 16.88 8.07  0.03
O -10.32 16.44 6.27  0.05
C -10.62 17.82 6.12  -0.02
H -9.92 13.59 9.20  0.08
H -8.38 12.97 9.77  0.09
H -9.13 12.34 8.29  0.09
H -7.42 13.83 7.47  0.14
H -7.76 15.05 8.64  0.09
H -10.92 18.25 7.08  0.09
H -11.50 17.90 5.48  0.10
H -9.85 18.38 5.59  0.11

Relative energy (zero: lowest compared OMol25 entry of this formula, charge and spin)   0.00 kcal per mole
Highest occupied orbital energy   -13.76 eV
Total charge   +1
E_LUMO   -1.98 eV
Frontier orbital gap   11.8 eV